Entry 1:
Formula: C6H14N2
Source: the OMol25 dataset
Level of theory: ωB97M-V with the def2-TZVPD basis set

Each line ends with the natural charge from an NBO analysis.
Cartesian coordinates (Å):
C: -0.57676 2.59085 -0.07268  -0.704
C: -0.50372 1.62219 1.06335  0.135
N: -0.60918 0.36663 1.03531  -0.305
N: -0.75959 -0.25487 -0.24870  -0.333
C: -1.86917 -1.18211 -0.14894  -0.413
C: 0.56718 -0.97157 -0.47073  -0.041
C: 1.60209 0.04543 -0.94267  -0.616
C: 1.11566 -1.79406 0.69565  -0.636
H: -1.36111 3.32362 0.12400  0.226
H: -0.79654 2.06603 -0.99941  0.245
H: 0.36628 3.12912 -0.17474  0.227
H: -0.35852 2.03529 2.05670  0.178
H: -1.80640 -1.85402 0.71771  0.178
H: -2.78751 -0.59666 -0.05134  0.202
H: -1.92515 -1.77051 -1.06454  0.199
H: 0.33497 -1.64961 -1.30034  0.190
H: 1.24604 0.58195 -1.81899  0.214
H: 1.81841 0.75882 -0.15260  0.204
H: 2.52866 -0.46405 -1.20234  0.211
H: 0.39367 -2.52408 1.04182  0.211
H: 1.36527 -1.13804 1.53605  0.220
H: 2.01539 -2.32035 0.37742  0.210

Calculated values
orbital gap: 0.34122 Eh
SMILES: C/C=N\N(C)C(C)C
LUMO level: 0.04102 hartree
maximum force: 1.489 eV Å⁻¹
ΔE to the lowest compared entry with this formula, charge and spin: 1.615 eV

---

Entry 2:
Formula: C5H9N
Source: the OMol25 dataset
Level of theory: ωB97M-V with the def2-TZVPD basis set

Each line ends with the natural charge from an NBO analysis.
Cartesian coordinates (Å):
C: 1.06847 1.06583 -1.13733  -0.447
C: -0.35438 0.86162 -1.65931  -0.445
C: 0.06910 0.27461 -0.35909  -0.004
N: 0.15483 -1.03393 0.16213  -0.395
C: -0.95213 -1.30258 1.05867  -0.259
C: 0.39577 -0.98945 1.59568  -0.259
H: 1.86972 0.70442 -1.79664  0.232
H: 1.33673 1.92770 -0.55159  0.211
H: -1.10220 1.54293 -1.30569  0.214
H: -0.50058 0.44925 -2.65822  0.230
H: -0.52763 1.09380 0.45540  0.117
H: -1.69556 -0.50473 1.12377  0.194
H: -1.31973 -2.32249 1.05729  0.207
H: 1.02810 -1.77494 1.99507  0.207
H: 0.52948 0.00794 2.01983  0.197

Calculated values
orbital gap: 0.39118 Eh
SMILES: C1CC1N1CC1
LUMO level: 0.04698 hartree
maximum force: 3.541 eV Å⁻¹
ΔE to the lowest compared entry with this formula, charge and spin: 3.490 eV

---

Entry 3:
Formula: C4H5IN2O
Source: the OMol25 dataset
Level of theory: ωB97M-V with the def2-TZVPD basis set

Each line ends with the natural charge from an NBO analysis.
Cartesian coordinates (Å):
C: -0.11076 1.41495 -1.81367  -0.395
C: -1.13319 1.03322 -1.04394  -0.057
C: 1.27677 1.49972 -1.09110  0.645
C: -0.51222 -0.72946 1.04072  -0.443
N: 1.09773 0.87651 0.09503  -0.494
N: -0.21731 0.64631 0.64769  -0.228
O: 2.28896 1.98838 -1.50307  -0.588
I: -3.18526 1.24336 -1.14723  0.285
H: 0.02041 1.59972 -2.91252  0.263
H: -0.18101 -1.47039 0.37062  0.188
H: -0.28365 -1.03912 2.09359  0.209
H: -1.56507 -0.55503 0.99128  0.216
H: 1.81009 0.93573 0.75911  0.400

Calculated values
orbital gap: 0.31924 Eh
LUMO level: -0.00994 hartree
maximum force: 3.803 eV Å⁻¹
ΔE to the lowest compared entry with this formula, charge and spin: 3.128 eV

---

Entry 4:
Formula: C20H39N2O11
Source: the OMol25 dataset
Level of theory: ωB97M-V with the def2-TZVPD basis set

Each line ends with the Mulliken charge.
Cartesian coordinates (Å):
C: 1.12772 -3.51289 -0.41964  -0.909
C: -0.21669 -2.64271 -0.11732  -0.428
C: 0.13458 -1.07055 0.07517  -0.226
N: 1.08683 -0.55395 -0.98957  -0.564
N: 0.68660 0.76217 -1.21994  0.898
C: 1.77500 1.76548 -1.06124  -0.995
C: 2.45644 2.29507 -2.41103  0.343
C: 3.32999 1.19487 -3.20521  -0.917
O: 3.42026 3.34036 -1.99793  -0.553
C: -0.11561 0.93194 -2.43623  0.148
O: 0.17812 0.48027 -3.58874  -0.578
O: -1.38939 1.61086 -2.36552  -0.287
C: -1.25597 2.87241 -1.66857  0.516
O: -1.51031 2.92265 -0.40553  -0.570
O: -0.89631 4.03221 -2.36268  -0.721
H: 0.87026 -4.62432 -0.35993  0.324
H: 1.49221 -3.29656 -1.49564  0.229
H: 1.98782 -3.19099 0.27018  0.253
H: -1.00488 -2.78795 -0.94880  0.260
H: -0.70311 -3.06597 0.84379  0.224
H: -0.84530 -0.45669 0.11335  0.176
H: 0.59202 -0.98750 1.13822  0.181
H: 1.03209 -1.14971 -1.82922  0.239
H: 2.57344 1.34342 -0.33251  0.459
H: 1.33928 2.69422 -0.52069  0.153
H: 1.73214 2.84370 -3.12737  0.272
H: 3.96587 0.52516 -2.52745  0.187
H: 2.73366 0.56068 -3.94496  0.309
H: 4.08599 1.80116 -3.84604  0.239
H: 3.90443 2.93687 -1.23174  0.349
O: -4.61339 -0.76602 3.55589  -0.594
C: -4.65604 0.38743 3.17796  0.745
O: -3.95186 0.77310 2.10383  -0.354
C: -4.08445 2.05501 1.46450  -0.299
C: -3.21243 3.09221 2.13664  -0.914
C: -5.41923 1.42218 3.95703  -0.982
H: -5.13412 2.35889 1.40668  0.299
H: -3.74748 1.91984 0.43295  0.236
H: -3.50429 3.25009 3.17861  0.359
H: -3.27381 4.04762 1.61162  0.355
H: -2.17001 2.76384 2.14599  0.224
H: -4.79151 1.79327 4.76884  0.250
H: -6.31008 0.95028 4.37621  0.303
H: -5.77036 2.25616 3.35274  0.358
O: -3.71602 -5.98972 1.93619  -0.573
C: -4.60253 -5.60170 2.66452  0.615
O: -5.55614 -6.45767 3.08537  -0.381
C: -6.52779 -6.15217 4.09397  -0.411
C: -7.72930 -5.44823 3.49866  -0.909
C: -4.71331 -4.14971 3.03646  -0.789
H: -6.07700 -5.59245 4.91815  0.376
H: -6.84539 -7.11141 4.51342  0.298
H: -7.45377 -4.48970 3.05424  0.265
H: -8.49054 -5.26949 4.26200  0.339
H: -8.16824 -6.05294 2.69987  0.289
H: -5.23931 -3.61603 2.24325  0.244
H: -3.70666 -3.74165 3.13887  0.341
H: -5.21086 -3.97674 3.98871  0.299
O: 8.33782 0.26466 -4.08914  -0.579
C: 8.19516 1.30976 -3.49311  0.710
O: 7.20984 2.15749 -3.83858  -0.361
C: 6.83678 3.31764 -3.07961  -0.106
C: 7.69580 4.50892 -3.44957  -1.121
C: 9.16824 1.72257 -2.42380  -0.885
H: 6.84731 3.10659 -2.00660  0.300
H: 5.79605 3.53252 -3.33814  0.211
H: 8.74928 4.33179 -3.22099  0.297
H: 7.37056 5.40217 -2.91113  0.362
H: 7.63385 4.70442 -4.52391  0.314
H: 10.03276 2.19730 -2.89102  0.238
H: 9.49273 0.82787 -1.88938  0.298
H: 8.74255 2.38831 -1.67542  0.322

Calculated values
net charge: -1
orbital gap: 0.26323 Eh
LUMO level: 0.08185 hartree
maximum force: 7.194 eV Å⁻¹

---

Entry 5:
Formula: C9H20N3O3P
Source: the OMol25 dataset
Level of theory: ωB97M-V with the def2-TZVPD basis set

Each line ends with the natural charge from an NBO analysis.
Cartesian coordinates (Å):
N: -2.67113 1.78380 -3.57049  -1.291
P: -2.56426 0.94420 -2.21525  1.256
C: -0.75231 0.69158 -1.58196  -0.019
C: -1.02181 0.49850 -0.00688  -0.454
C: -0.45822 -0.85683 0.63444  -0.407
C: -0.61760 -0.72463 2.25585  -0.408
C: 0.46244 0.35962 2.79395  -0.431
C: 1.12050 -0.01203 4.20959  -0.223
N: 2.21156 1.01852 4.46004  -0.847
O: 0.20493 1.74970 -1.92553  -0.515
C: 0.84410 1.33566 -3.16310  0.969
O: 1.89074 1.81838 -3.63906  -0.530
O: 0.07932 0.24198 -3.71666  -0.518
C: -0.22188 -0.52209 -2.47853  0.034
C: 1.26148 -1.14675 -2.18104  -0.264
N: 1.04986 -2.57363 -1.73449  -0.824
H: -1.72578 2.07427 -3.85662  0.372
H: -3.35346 1.65155 -1.21793  -0.045
H: -3.12474 -0.36418 -2.38177  -0.053
H: -0.63790 1.44495 0.53851  0.256
H: -2.16447 0.49558 0.19901  0.216
H: -0.96414 -1.81232 0.25025  0.213
H: 0.68089 -0.98935 0.47772  0.201
H: -1.66704 -0.37778 2.53595  0.212
H: -0.31632 -1.73152 2.72993  0.214
H: 1.31309 0.54173 2.05217  0.203
H: -0.10683 1.34974 2.90950  0.205
H: 0.40045 0.11024 5.10571  0.199
H: 1.64069 -1.03116 4.23152  0.193
H: 2.06333 1.85592 3.88047  0.352
H: 3.12866 0.63891 4.18991  0.355
H: -1.01764 -1.26797 -2.86234  0.233
H: 1.87356 -1.20384 -3.15217  0.239
H: 1.78121 -0.57486 -1.33865  0.207
H: 1.34924 -2.65691 -0.74329  0.355
H: 0.02947 -2.75901 -1.68874  0.346

Calculated values
orbital gap: 0.33038 Eh
SMILES: N=[PH2][C@]1(CCCCCN)OC(=O)O[C@H]1CN
LUMO level: 0.01291 hartree
maximum force: 5.767 eV Å⁻¹
ΔE to the lowest compared entry with this formula, charge and spin: 3.183 eV

---

Entry 6:
Formula: C20H13FeN5S6Se
Source: the OMol25 dataset
Level of theory: ωB97M-V with the def2-TZVPD basis set

Each line ends with the natural charge from an NBO analysis.
Cartesian coordinates (Å):
Fe: -0.38900 0.09876 0.20970  0.761
S: -0.26854 -4.57441 5.91222  0.009
C: -0.17985 -3.64037 4.57938  -0.585
S: 1.12110 -2.54285 4.25790  0.493
C: 0.56719 -1.91497 2.73017  -0.418
C: -0.66086 -2.45106 2.28030  -0.413
S: -1.45135 -2.05303 0.85434  -0.025
S: -1.37524 -3.64451 3.32381  0.502
S: 1.47734 -0.78052 1.90857  -0.032
N: 2.70162 0.12687 -0.98290  -0.574
C: 1.83484 -0.66522 -1.72695  0.421
C: 2.39910 -1.40676 -2.77774  -0.272
C: 1.58023 -2.16638 -3.57473  -0.126
C: 0.20634 -2.17113 -3.33330  -0.259
C: -0.25998 -1.44187 -2.27198  0.084
N: 0.53869 -0.72572 -1.45699  -0.533
C: 2.48287 1.32620 -0.31688  0.414
C: 3.57710 2.18420 -0.13591  -0.276
C: 3.36811 3.38779 0.49388  -0.127
C: 2.08227 3.72854 0.91309  -0.277
C: 1.07481 2.81812 0.70241  0.092
N: 1.27080 1.62515 0.12399  -0.530
H: 3.66314 -0.00361 -1.24825  0.402
H: 3.46422 -1.35073 -2.96062  0.217
H: 2.00108 -2.73648 -4.39237  0.227
H: -0.48225 -2.72997 -3.94894  0.236
H: -1.31488 -1.40124 -2.03026  0.223
H: 4.55607 1.90264 -0.50089  0.220
H: 4.19511 4.06867 0.64618  0.227
H: 1.87246 4.67309 1.39275  0.233
H: 0.05479 3.02966 0.99567  0.215
Se: -3.24576 0.71180 -0.94221  0.769
N: -1.47113 1.25853 -1.02239  -0.858
C: -1.27068 1.68262 -2.30747  0.179
C: -0.05059 2.12621 -2.84042  -0.298
C: 0.02614 2.54764 -4.15349  -0.211
C: -1.11179 2.54799 -4.97396  -0.242
C: -2.32165 2.12303 -4.47841  -0.218
C: -2.42973 1.66933 -3.14669  0.053
N: -3.59685 1.20943 -2.63477  -0.659
H: 0.82964 2.15371 -2.21546  0.197
H: 0.97397 2.89079 -4.54955  0.203
H: -1.03886 2.88645 -5.99962  0.209
H: -3.21317 2.11661 -5.09223  0.219
S: -1.84378 1.29721 2.96480  0.281
C: -1.19973 0.76512 1.69364  -0.153

Calculated values
2S+1: 5
orbital gap (spin up / spin down): 0.19112 / 0.20816 Eh
LUMO level (spin up / spin down): -0.01763 / -0.07474 hartree
maximum force: 0.867 eV Å⁻¹
ΔE to the lowest compared entry with this formula, charge and spin: 0.219 eV

---

Entry 7:
Formula: C6H11N
Source: the OMol25 dataset
Level of theory: ωB97M-V with the def2-TZVPD basis set

Each line ends with the natural charge from an NBO analysis.
Cartesian coordinates (Å):
C: 3.06576 -0.52963 0.22482  -0.467
C: 1.82961 -0.29007 0.74412  -0.151
C: 0.69372 0.70498 0.62581  -0.412
C: 0.43281 0.34160 -0.66064  -0.027
C: -0.99452 0.17021 -1.23212  -0.478
C: -2.01891 -0.39896 -0.29106  -0.208
N: -2.41439 0.60644 0.67948  -0.843
H: 3.18214 -0.50966 -0.84131  0.179
H: 3.97424 -0.69239 0.78595  0.216
H: 1.68803 -0.71706 1.75567  0.200
H: 0.93884 1.49645 1.33878  0.283
H: 1.18301 0.08968 -1.42750  0.189
H: -1.38489 1.16252 -1.50571  0.235
H: -1.00793 -0.46206 -2.13727  0.211
H: -1.64432 -1.33286 0.18861  0.164
H: -2.88814 -0.74995 -0.91585  0.193
H: -3.02963 0.26083 1.41283  0.355
H: -1.60544 0.84992 1.25538  0.359

Calculated values
orbital gap: 0.30222 Eh
SMILES: C=C/C=C/CCN
LUMO level: 0.01947 hartree
maximum force: 4.185 eV Å⁻¹
ΔE to the lowest compared entry with this formula, charge and spin: 5.353 eV

---

Entry 8:
Formula: C6H5NO3S
Source: the OMol25 dataset
Level of theory: ωB97M-V with the def2-TZVPD basis set

Each line ends with the natural charge from an NBO analysis.
Cartesian coordinates (Å):
C: -1.40951 -1.14326 0.14513  -0.496
C: -2.22535 -1.71891 0.83240  0.432
C: -0.80668 1.34632 1.15801  0.907
C: 1.36560 2.10011 0.21082  0.477
C: 1.10205 -1.04887 -0.61327  -0.621
C: -0.41356 -1.07598 -0.93396  -0.441
N: 0.11446 1.48651 0.40942  -0.623
O: -3.05388 -2.08256 1.72326  -0.793
O: -1.67251 1.76831 1.89265  -0.604
O: 2.29572 1.79634 0.90560  -0.656
S: 1.47107 3.33657 -0.96497  -0.563
H: 1.26959 -0.39529 0.23366  0.243
H: 1.68673 -0.43336 -1.30447  0.200
H: 1.51044 -2.13548 -0.54709  0.163
H: -0.74571 -1.73811 -1.71780  0.177
H: -0.48846 -0.06233 -1.42938  0.199

Calculated values
net charge: -2
orbital gap: 0.21365 Eh
LUMO level: 0.20481 hartree
maximum force: 5.204 eV Å⁻¹

---

What did the third record say?
Formula: C4H5IN2O
Source: the OMol25 dataset
Level of theory: ωB97M-V with the def2-TZVPD basis set

Each line ends with the natural charge from an NBO analysis.
Cartesian coordinates (Å):
C: -0.11076 1.41495 -1.81367  -0.395
C: -1.13319 1.03322 -1.04394  -0.057
C: 1.27677 1.49972 -1.09110  0.645
C: -0.51222 -0.72946 1.04072  -0.443
N: 1.09773 0.87651 0.09503  -0.494
N: -0.21731 0.64631 0.64769  -0.228
O: 2.28896 1.98838 -1.50307  -0.588
I: -3.18526 1.24336 -1.14723  0.285
H: 0.02041 1.59972 -2.91252  0.263
H: -0.18101 -1.47039 0.37062  0.188
H: -0.28365 -1.03912 2.09359  0.209
H: -1.56507 -0.55503 0.99128  0.216
H: 1.81009 0.93573 0.75911  0.400

Calculated values
orbital gap: 0.31924 Eh
LUMO level: -0.00994 hartree
maximum force: 3.803 eV Å⁻¹
ΔE to the lowest compared entry with this formula, charge and spin: 3.128 eV